137
Properties=species:S:1:pos:R:3:forces:R:3 method="wB97M-V/def2-TZVPD" total_charge=-2 relative_energy_kcal_mol=49.63 spin_multiplicity=1 e_lumo_ev=3.4
Rb -0.3923 -0.2584 -0.3332 -0.14 -0.84 0.04
N -1.5914 -2.8938 2.2232 0.33 -0.19 0.16
N -0.4391 -3.1967 2.9940 0.01 0.15 0.02
C 0.8426 -2.8085 2.4698 0.08 0.04 0.00
O 1.8275 -3.3757 2.9759 -0.13 0.06 -0.03
O 0.7959 -1.9041 1.5958 0.21 -0.31 -0.12
H -1.3134 -2.8958 1.2425 0.05 0.05 -0.08
H -1.8347 -1.9278 2.4143 0.04 0.10 0.04
H -0.4450 -4.1543 3.3029 0.01 -0.06 0.03
C -6.4545 -3.4705 0.1006 0.00 -0.02 0.00
C -5.1801 -3.6905 0.6064 -0.02 0.01 -0.01
C -4.3488 -2.6171 0.8948 0.03 0.09 -0.04
C -4.8046 -1.3199 0.6975 -0.06 -0.04 -0.12
C -6.0851 -1.0924 0.2016 0.04 0.04 -0.04
C -6.9038 -2.1693 -0.0996 0.00 -0.01 0.02
N -3.8751 -0.2470 0.9086 0.19 -0.51 -0.05
N -4.4112 0.7968 1.2704 -0.20 0.37 0.16
C -3.5511 1.9416 1.3746 -0.03 0.10 -0.08
C -4.2019 3.1170 1.7142 0.03 0.02 0.00
C -3.4656 4.2920 1.7045 -0.04 -0.03 0.02
C -2.1320 4.2305 1.3549 0.01 -0.01 0.00
C -1.5706 2.9909 1.0620 -0.04 0.04 0.01
N -2.2633 1.8628 1.0845 -0.01 -0.18 -0.01
H -7.0943 -4.3108 -0.1427 0.01 0.01 0.00
H -4.8238 -4.7011 0.7685 0.01 0.02 0.00
H -3.3562 -2.7814 1.2960 -0.24 -0.09 -0.10
H -6.4045 -0.0745 0.0271 -0.02 0.02 -0.01
H -7.8955 -1.9935 -0.4982 0.00 0.00 -0.02
H -5.2575 3.0916 1.9459 0.00 0.00 -0.03
H -3.9372 5.2378 1.9405 0.00 0.01 -0.01
H -1.5260 5.1238 1.2831 0.01 -0.01 0.01
H -0.5347 2.9108 0.7572 0.00 0.00 0.01
O 1.3460 1.6684 -2.5381 -0.17 0.00 -0.54
C 0.1986 2.2086 -2.3518 -0.03 0.03 -0.06
O -0.4492 2.0550 -1.3081 0.09 0.77 0.04
C -0.3874 3.0756 -3.4480 -0.18 0.01 -0.04
C 0.5271 3.5731 -4.3813 -0.01 0.07 0.06
C 0.1632 4.3812 -5.4415 -0.05 0.04 -0.03
C -1.1893 4.6946 -5.5856 0.08 -0.01 -0.02
C -2.1119 4.2172 -4.6827 0.01 -0.01 0.08
C -1.7790 3.4030 -3.5655 0.13 -0.12 -0.06
S -3.1092 2.8978 -2.5517 0.13 -0.05 -0.03
H 1.5709 3.3165 -4.2383 -0.08 0.06 0.01
H 0.9063 4.7548 -6.1369 0.00 0.00 -0.01
H -1.5230 5.3135 -6.4142 0.00 0.00 0.01
H -3.1614 4.4587 -4.8024 0.01 0.00 0.00
C -2.2274 -2.7800 -7.1757 0.05 0.03 0.01
C -3.1139 -4.0069 -7.3252 0.01 0.04 0.05
S -3.6245 -4.7357 -5.7812 -0.07 -0.11 0.05
O -2.4555 -5.2571 -5.1175 -0.01 0.08 -0.01
O -4.7270 -5.6272 -6.0648 0.05 0.00 -0.02
C -4.2843 -3.3810 -4.8196 0.05 -0.07 -0.05
C -4.5758 -3.8374 -3.3896 0.03 -0.02 0.02
N -3.3781 -3.8530 -2.5584 -0.01 -0.03 0.01
C -2.7125 -2.7318 -2.1828 -0.04 0.05 0.12
N -1.6042 -3.0176 -1.5132 -0.05 0.08 0.04
C -1.5310 -4.3687 -1.4594 -0.08 -0.02 0.05
C -2.6164 -4.9109 -2.0884 0.03 0.03 -0.07
N -2.9533 -6.2846 -2.1840 -0.05 0.13 0.00
O -4.0782 -6.5953 -2.5522 -0.10 0.00 -0.05
O -2.1010 -7.0880 -1.8562 0.15 -0.10 0.05
C -3.1826 -1.3553 -2.4800 0.06 0.03 -0.09
H -1.7428 -2.5566 -8.1262 -0.01 0.00 0.00
H -1.4460 -2.9390 -6.4339 0.02 -0.01 0.02
H -2.7896 -1.8965 -6.8779 0.01 0.00 0.01
H -2.5764 -4.8337 -7.7955 -0.06 -0.02 -0.01
H -4.0294 -3.8221 -7.8877 0.03 0.03 -0.02
H -5.2107 -3.1085 -5.3264 0.01 0.10 0.04
H -3.5809 -2.5490 -4.8448 0.01 0.01 0.01
H -5.0183 -4.8264 -3.3902 0.00 -0.06 0.07
H -5.2829 -3.1509 -2.9247 -0.02 -0.01 -0.06
H -0.7367 -4.8951 -0.9567 -0.01 0.01 -0.01
H -4.2285 -1.3224 -2.7802 0.01 0.02 0.01
H -2.5653 -0.9052 -3.2621 -0.04 0.02 -0.02
H -3.0783 -0.7308 -1.5986 0.01 0.11 0.12
N 3.5424 -0.3921 -6.3788 -0.03 -0.02 -0.07
C 2.4287 -0.0764 -5.6180 -0.26 0.33 0.12
N 2.5497 0.9366 -4.7659 -0.40 -0.25 0.02
N 1.3542 -0.7840 -5.8849 0.17 -0.03 0.11
C 0.2209 -0.6472 -5.2126 -0.17 -0.05 -0.05
N -0.8331 -0.6891 -4.7267 0.31 0.02 -0.12
H 4.4310 -0.2584 -5.9276 0.03 0.01 0.02
H 3.4442 -1.2829 -6.8372 0.01 -0.03 0.02
H 3.4577 1.3505 -4.6473 -0.01 0.04 -0.02
H 1.8187 1.2516 -4.0489 0.38 -0.27 0.22
C 2.0360 -0.0597 3.6504 -0.09 -0.06 -0.01
C 2.8490 0.8521 4.5544 -0.01 0.01 0.01
As 4.3011 -0.1316 5.4434 0.02 -0.03 0.02
C 5.2842 -0.6245 3.8275 0.04 0.02 0.00
C 5.7147 0.3274 2.9062 0.02 -0.01 0.00
C 6.3907 -0.0616 1.7604 -0.01 0.01 0.00
C 6.6364 -1.4081 1.5204 0.00 0.00 0.01
C 6.1976 -2.3629 2.4249 0.01 0.02 0.00
C 5.5246 -1.9704 3.5755 -0.04 -0.01 0.00
C 5.4203 1.4125 5.9175 -0.01 0.01 0.00
C 6.7940 1.2338 6.0781 0.00 0.01 0.01
C 7.6168 2.2963 6.4193 -0.01 0.00 0.01
C 7.0759 3.5612 6.6169 0.00 -0.01 0.00
C 5.7095 3.7482 6.4776 -0.01 -0.01 0.01
C 4.8878 2.6806 6.1321 0.01 0.00 0.01
P 0.8309 0.8298 2.5525 0.10 0.42 0.44
C 2.0614 1.8691 1.6536 0.04 -0.08 -0.03
C 2.8456 1.0875 0.7909 -0.06 0.09 0.12
C 3.7979 1.6640 -0.0297 0.01 -0.04 -0.02
C 3.9969 3.0365 -0.0138 0.00 0.00 0.02
C 3.2245 3.8239 0.8235 0.01 -0.01 0.00
C 2.2630 3.2471 1.6450 -0.02 -0.01 -0.03
C -0.0289 1.7665 3.8964 -0.06 0.00 -0.09
C -0.8479 0.9128 4.6498 0.01 0.02 0.02
C -1.6420 1.3894 5.6783 0.02 0.00 0.01
C -1.6599 2.7479 5.9723 0.00 0.00 0.00
C -0.8699 3.6086 5.2299 0.01 -0.02 0.00
C -0.0617 3.1229 4.2064 0.03 -0.01 0.02
H 1.4646 -0.7863 4.2323 0.01 -0.04 -0.02
H 2.6616 -0.6555 2.9845 -0.02 -0.04 -0.01
H 2.2131 1.2817 5.3316 0.00 0.02 0.00
H 3.2927 1.6777 3.9921 0.01 -0.01 -0.04
H 5.5152 1.3806 3.0741 0.00 -0.01 0.00
H 6.7084 0.6881 1.0460 -0.01 0.00 0.00
H 7.1544 -1.7124 0.6188 -0.01 0.00 0.00
H 6.3626 -3.4150 2.2297 -0.02 0.00 0.00
H 5.1582 -2.7187 4.2677 -0.01 -0.01 -0.02
H 7.2268 0.2523 5.9170 0.01 0.00 -0.02
H 8.6837 2.1398 6.5262 0.00 0.00 0.00
H 7.7177 4.3954 6.8732 0.00 -0.01 0.01
H 5.2772 4.7303 6.6282 0.00 -0.01 0.00
H 3.8233 2.8493 6.0228 0.01 0.01 -0.03
H 2.6926 0.0112 0.7647 0.00 0.01 -0.02
H 4.3722 1.0361 -0.6997 -0.02 0.00 0.00
H 4.7309 3.4923 -0.6670 -0.01 0.00 -0.01
H 3.3596 4.8990 0.8350 -0.02 0.00 -0.01
H 1.6642 3.8994 2.2600 0.02 0.01 0.00
H -0.8652 -0.1484 4.4146 -0.01 0.02 -0.01
H -2.2598 0.7002 6.2413 0.00 0.00 -0.01
H -2.2938 3.1296 6.7635 0.01 0.00 0.00
H -0.8823 4.6722 5.4381 0.00 0.00 0.00
H 0.5366 3.8296 3.6548 -0.01 0.01 0.01